{
  "formula": "C51H51FeN5O4S3Si",
  "method": "ωB97M-V/def2-TZVPD",
  "orbital_gap_ev": [5.97, 5.84],
  "multiplicity": 5,
  "total_charge": -2,
  "energy_ha": -5296.79487,
  "de_lowest_ev": 0.351,
  "species": ["Fe", "C", "C", "N", "N", "C", "S", "S", "C", "C", "C", "C", "C", "C", "C", "C", "C", "C", "C", "C", "C", "O", "H", "H", "H", "H", "H", "H", "H", "H", "H", "H", "H", "H", "H", "H", "C", "C", "C", "C", "C", "C", "N", "C", "C", "C", "C", "C", "C", "C", "O", "O", "C", "C", "H", "H", "H", "H", "H", "H", "H", "H", "H", "H", "H", "H", "H", "H", "C", "C", "C", "C", "Si", "O", "C", "C", "C", "C", "C", "C", "C", "C", "C", "C", "C", "C", "H", "H", "H", "H", "H", "H", "H", "H", "H", "H", "H", "H", "H", "H", "H", "H", "H", "H", "H", "S", "C", "N", "C", "C", "C", "N", "H", "H", "H", "H"],
  "coordinates": [[1.460, -0.276, -1.013], [4.730, -3.083, 0.643], [3.924, -1.864, 0.261], [2.949, -1.964, -0.585], [2.747, -3.248, -1.063], [1.571, -3.496, -1.518], [0.229, -2.431, -1.653], [1.457, -5.196, -2.112], [-0.241, -5.644, -1.636], [-0.360, -6.141, -0.220], [-0.044, -5.312, 0.861], [-0.201, -5.759, 2.166], [-0.691, -7.038, 2.419], [-1.004, -7.870, 1.353], [-0.830, -7.425, 0.047], [4.226, -0.589, 0.910], [4.884, -0.591, 2.151], [5.144, 0.570, 2.849], [4.745, 1.794, 2.294], [4.104, 1.836, 1.080], [3.807, 0.656, 0.344], [3.202, 0.734, -0.785], [4.841, -3.724, -0.226], [4.189, -3.666, 1.396], [5.707, -2.805, 1.036], [-0.572, -6.401, -2.349], [-0.822, -4.732, -1.780], [0.340, -4.309, 0.684], [0.078, -5.100, 2.984], [-0.818, -7.383, 3.439], [-1.387, -8.868, 1.537], [-1.063, -8.088, -0.782], [5.149, -1.541, 2.603], [5.628, 0.532, 3.819], [4.929, 2.718, 2.837], [3.760, 2.773, 0.653], [0.397, 5.374, 5.653], [0.196, 4.019, 5.011], [1.202, 3.063, 5.114], [1.047, 1.812, 4.530], [-0.124, 1.500, 3.870], [-1.138, 2.447, 3.751], [-2.361, 2.135, 3.135], [-2.641, 1.133, 2.198], [-3.905, 0.527, 2.270], [-4.283, -0.466, 1.380], [-3.386, -0.916, 0.420], [-2.136, -0.313, 0.339], [-1.757, 0.729, 1.182], [-0.454, 1.461, 0.838], [-0.464, 2.690, 0.894], [0.508, 0.704, 0.501], [-0.976, 3.723, 4.308], [-2.063, 4.748, 4.103], [1.273, 5.355, 6.302], [-0.466, 5.667, 6.254], [0.557, 6.150, 4.899], [2.115, 3.306, 5.647], [1.837, 1.070, 4.588], [-0.243, 0.518, 3.430], [-3.164, 2.608, 3.499], [-4.594, 0.846, 3.048], [-5.275, -0.900, 1.452], [-3.658, -1.703, -0.275], [-1.431, -0.618, -0.421], [-2.431, 4.694, 3.074], [-1.694, 5.759, 4.269], [-2.914, 4.591, 4.779], [-2.820, 1.622, -5.038], [-2.108, 1.173, -3.756], [-2.450, -0.303, -3.507], [-2.619, 2.028, -2.587], [-0.201, 1.321, -3.798], [0.510, 0.639, -2.568], [0.250, 3.166, -3.842], [-0.179, 4.106, -4.787], [0.194, 5.444, -4.704], [1.018, 5.870, -3.668], [1.459, 4.954, -2.719], [1.073, 3.620, -2.802], [0.394, 0.466, -5.396], [1.172, -0.688, -5.230], [1.583, -1.450, -6.319], [1.225, -1.073, -7.609], [0.476, 0.082, -7.802], [0.069, 0.838, -6.706], [-3.910, 1.524, -4.913], [-2.528, 1.010, -5.898], [-2.612, 2.673, -5.275], [-3.537, -0.428, -3.379], [-1.951, -0.679, -2.609], [-2.126, -0.933, -4.344], [-3.690, 1.844, -2.413], [-2.482, 3.096, -2.791], [-2.082, 1.804, -1.662], [-0.814, 3.796, -5.614], [-0.160, 6.155, -5.444], [1.314, 6.913, -3.602], [2.101, 5.279, -1.907], [1.399, 2.907, -2.046], [1.441, -0.985, -4.220], [2.177, -2.344, -6.160], [1.524, -1.676, -8.459], [0.208, 0.392, -8.807], [-0.510, 1.743, -6.885], [1.297, -2.177, 2.887], [-0.105, -2.065, 3.754], [-1.308, -2.237, 3.077], [-2.492, -2.257, 3.678], [-2.567, -2.037, 5.016], [-1.350, -1.774, 5.674], [-0.184, -1.796, 5.101], [-1.242, -2.314, 2.067], [-3.346, -2.457, 3.050], [-3.514, -2.039, 5.535], [-1.342, -1.539, 6.736]],
  "atomic_forces_ev_per_a": [[0.0, 0.1, -0.5], [0.0, 0.0, 0.0], [0.0, -0.1, 0.0], [-0.3, 0.3, -0.1], [0.1, -0.3, 0.1], [-0.1, 0.2, 0.1], [0.0, -0.1, 0.1], [0.0, 0.0, -0.1], [0.3, 0.1, 0.1], [-0.2, 0.0, 0.1], [0.0, 0.0, 0.0], [0.0, 0.0, 0.0], [0.0, 0.0, -0.1], [0.0, 0.0, 0.0], [0.0, 0.0, 0.0], [0.0, 0.0, 0.1], [-0.1, 0.0, 0.0], [0.0, 0.0, 0.0], [0.0, -0.1, -0.1], [0.1, 0.1, 0.1], [0.1, 0.0, 0.0], [-0.1, 0.2, -0.1], [0.0, 0.0, 0.0], [0.1, 0.0, 0.0], [-0.1, 0.0, 0.0], [0.0, 0.0, 0.0], [-0.1, 0.0, 0.0], [0.0, -0.1, 0.0], [0.0, 0.0, -0.1], [0.0, 0.0, 0.0], [0.0, 0.0, 0.0], [0.0, 0.0, 0.0], [0.0, 0.1, 0.0], [0.0, 0.0, 0.0], [0.0, 0.0, 0.0], [0.0, -0.1, 0.0], [0.0, -0.1, -0.1], [0.0, 0.0, 0.0], [0.0, 0.0, 0.0], [0.1, 0.0, 0.0], [-0.1, -0.1, -0.1], [-0.1, -0.2, -0.1], [0.3, 0.0, -0.1], [0.0, 0.0, 0.0], [0.0, 0.0, 0.0], [0.0, 0.0, 0.0], [0.0, 0.0, 0.0], [-0.1, 0.1, 0.1], [0.0, 0.1, 0.0], [0.2, 0.0, 0.0], [-0.1, -0.2, 0.0], [-0.2, 0.0, 0.1], [0.0, 0.1, 0.0], [0.1, 0.0, 0.0], [0.0, 0.0, 0.0], [0.0, 0.0, 0.0], [0.0, 0.0, 0.0], [0.0, 0.0, 0.0], [-0.1, 0.1, 0.0], [0.0, 0.1, 0.0], [-0.1, 0.1, 0.0], [0.1, 0.0, 0.0], [0.0, 0.0, 0.0], [0.0, 0.1, 0.0], [0.1, 0.0, 0.0], [0.0, 0.0, 0.1], [0.0, 0.0, 0.0], [0.0, 0.0, 0.0], [0.1, 0.0, 0.0], [-0.2, 0.0, 0.0], [0.1, 0.0, 0.1], [0.1, 0.0, 0.0], [0.2, 0.0, -0.1], [0.0, -0.2, 0.5], [0.0, 0.1, 0.0], [0.1, 0.0, 0.0], [0.0, -0.1, 0.0], [0.0, -0.1, 0.0], [-0.1, 0.0, -0.1], [-0.1, 0.0, 0.0], [0.0, -0.1, -0.1], [0.0, 0.0, -0.1], [0.0, 0.0, -0.1], [0.0, 0.1, 0.1], [0.0, 0.0, 0.0], [0.1, 0.0, 0.0], [0.1, 0.0, 0.0], [0.0, 0.1, 0.1], [-0.1, -0.1, 0.0], [0.1, 0.0, 0.0], [-0.1, 0.0, -0.1], [0.0, 0.0, 0.1], [0.1, 0.0, 0.0], [0.0, -0.1, 0.0], [0.0, 0.0, 0.0], [0.1, 0.0, 0.1], [0.0, 0.0, 0.0], [0.0, -0.1, 0.0], [0.0, 0.0, 0.0], [0.0, 0.1, -0.1], [0.0, 0.0, -0.1], [0.0, 0.0, 0.0], [0.0, 0.0, 0.0], [0.0, 0.0, 0.0], [0.1, -0.1, 0.0], [0.0, 0.0, 0.2], [0.3, 0.0, -0.2], [0.4, 0.0, -0.1], [-0.4, 0.0, 0.1], [-0.3, 0.0, 0.2], [0.0, 0.0, 0.0], [0.2, 0.0, -0.2], [0.1, 0.0, 0.0], [0.0, 0.1, -0.1], [0.0, 0.0, 0.0], [-0.1, 0.0, 0.0]],
  "lowdin_spin": [3.717, 0.002, 0.006, 0.035, -0.002, 0.006, 0.032, 0.004, 0.002, 0.000, 0.000, 0.000, 0.000, 0.000, 0.000, 0.005, -0.001, 0.004, 0.000, 0.004, 0.007, 0.048, 0.000, 0.000, 0.000, 0.000, 0.002, 0.000, 0.000, 0.000, 0.000, 0.000, 0.000, 0.000, 0.000, 0.000, 0.000, 0.000, 0.000, 0.000, 0.000, 0.000, 0.000, 0.000, 0.000, 0.000, 0.000, 0.000, 0.001, 0.009, 0.011, 0.039, 0.000, 0.000, 0.000, 0.000, 0.000, 0.000, 0.000, 0.000, 0.000, 0.000, 0.000, 0.000, 0.000, 0.000, 0.000, 0.000, 0.000, 0.001, 0.000, 0.000, 0.009, 0.055, 0.001, 0.000, 0.000, 0.000, 0.000, 0.000, 0.001, 0.000, 0.000, 0.000, 0.000, 0.000, 0.000, 0.000, 0.000, 0.000, 0.000, 0.000, 0.000, 0.000, 0.000, 0.000, 0.000, 0.000, 0.000, 0.000, 0.000, 0.000, 0.000, 0.000, 0.000, 0.000, 0.000, 0.000, 0.000, 0.000, 0.000, 0.000, 0.000, 0.000, 0.000, 0.000]
}